This record from the Open Molecules 2025 dataset describes a structure of composition C21H32NSiTe4Tl in a non-equilibrium geometry. The level of theory is wB97M-V/def2-TZVPD.

```
! RIJCOSX wB97M-V def2-TZVPD def2/J DEFGRID3
* xyz -2 1
Tl 0.348 -0.049 1.457
C 1.225 -4.309 1.426
C 1.447 -3.281 0.341
C 0.489 -3.102 -0.663
C -0.682 -4.051 -0.770
C 0.629 -2.060 -1.583
C -0.444 -1.786 -2.610
C 1.760 -1.239 -1.538
C 1.940 -0.155 -2.574
C 2.728 -1.435 -0.549
C 3.910 -0.498 -0.450
C 2.594 -2.486 0.364
C 3.687 -2.769 1.366
H 0.165 -4.470 1.606
H 1.663 -3.979 2.367
H 1.671 -5.277 1.169
H -1.556 -3.671 -0.230
H -0.434 -5.029 -0.361
H -0.972 -4.198 -1.809
H -0.588 -0.714 -2.740
H -1.405 -2.193 -2.306
H -0.188 -2.210 -3.588
H 1.470 0.780 -2.248
H 1.486 -0.439 -3.522
H 2.994 0.045 -2.760
H 3.638 0.510 -0.759
H 4.743 -0.827 -1.080
H 4.269 -0.427 0.575
H 3.547 -2.199 2.290
H 4.664 -2.515 0.959
H 3.709 -3.826 1.628
Te -2.180 1.387 2.940
Te -0.102 2.887 3.199
Te -0.041 2.530 8.115
Te -1.150 2.029 5.657
C -2.588 -0.872 0.377
Si -2.618 1.038 0.322
C -2.882 1.160 -1.639
C -4.455 1.599 0.595
N -0.893 1.593 0.066
C -0.534 2.885 0.007
C 0.843 3.284 0.085
C 1.232 4.611 0.031
C 0.288 5.631 0.017
C -1.063 5.286 0.000
C -1.469 3.969 -0.022
H -3.502 -1.201 -0.132
H -2.529 -1.372 1.345
H -1.749 -1.200 -0.247
H -3.717 0.555 -2.022
H -1.974 0.849 -2.165
H -3.073 2.201 -1.930
H -5.050 1.253 -0.257
H -4.486 2.694 0.579
H -4.936 1.273 1.521
H 1.575 2.484 0.117
H 2.290 4.852 0.045
H 0.594 6.669 0.019
H -1.815 6.068 0.022
H -2.524 3.720 -0.055
*
```

E   -65532.6851 eV
Molar mass   1041.36 g mol⁻¹
Energy relative to the best compared isomer or geometry (same formula, charge and spin)   1.997 eV
E_HOMO   -0.0123 Ha

Want to see where the charge sits? The natural (NBO) charges in e are: atom 1 (Tl): 0.629, atom 2 (C): -0.638, atom 3 (C): -0.015, atom 4 (C): -0.005, atom 5 (C): -0.644, atom 6 (C): -0.009, atom 7 (C): -0.650, atom 8 (C): 0.001, atom 9 (C): -0.647, atom 10 (C): -0.021, atom 11 (C): -0.640, atom 12 (C): -0.006, atom 13 (C): -0.640, atom 14 (H): 0.221, atom 15 (H): 0.223, atom 16 (H): 0.201, atom 17 (H): 0.235, atom 18 (H): 0.206, atom 19 (H): 0.211, atom 20 (H): 0.244, atom 21 (H): 0.225, atom 22 (H): 0.201, atom 23 (H): 0.251, atom 24 (H): 0.211, atom 25 (H): 0.206, atom 26 (H): 0.227, atom 27 (H): 0.203, atom 28 (H): 0.221, atom 29 (H): 0.231, atom 30 (H): 0.209, atom 31 (H): 0.209, atom 32 (Te): -0.296, atom 33 (Te): -0.081, atom 34 (Te): -0.837, atom 35 (Te): -0.095, atom 36 (C): -1.159, atom 37 (Si): 1.648, atom 38 (C): -1.131, atom 39 (C): -1.124, atom 40 (N): -1.262, atom 41 (C): 0.179, atom 42 (C): -0.261, atom 43 (C): -0.223, atom 44 (C): -0.338, atom 45 (C): -0.181, atom 46 (C): -0.318, atom 47 (H): 0.222, atom 48 (H): 0.224, atom 49 (H): 0.221, atom 50 (H): 0.178, atom 51 (H): 0.198, atom 52 (H): 0.205, atom 53 (H): 0.203, atom 54 (H): 0.221, atom 55 (H): 0.213, atom 56 (H): 0.183, atom 57 (H): 0.188, atom 58 (H): 0.187, atom 59 (H): 0.188, atom 60 (H): 0.201